Density functional theory data (ωB97M-V with the def2-TZVPD basis set) for C2H9N5 in the gas phase in a non-equilibrium geometry.

Last column: Mulliken charge in e.
Positions of all 16 atoms, in Å:
H (-1.259, -2.917, 0.760)  0.239
N (-1.566, -1.936, 0.695)  -0.879
N (-0.628, -1.191, 0.373)  0.212
N (-1.021, 0.168, 0.164)  0.525
N (-2.345, 0.427, -0.103)  -0.698
N (-0.172, 0.958, -0.558)  -0.487
C (1.229, 0.423, -0.766)  -0.285
C (2.068, 0.489, 0.499)  -1.086
H (-2.806, -0.482, -0.028)  0.342
H (-2.678, 0.970, 0.691)  0.249
H (-0.612, 1.063, -1.473)  0.269
H (1.231, -0.582, -1.201)  0.263
H (1.678, 1.088, -1.511)  0.400
H (3.105, 0.215, 0.272)  0.350
H (2.072, 1.501, 0.914)  0.282
H (1.704, -0.193, 1.271)  0.302

Its energy relative to the best compared isomer or geometry (same formula, charge and spin) is 96.0 kcal/mol. Its orbital gap is 0.3323 Ha. For the LUMO energy, the calculation gives 0.04317 Ha. The value obtained for the electronic energy is -9666.7311 eV. The SMILES is [H]/N=N/N(N)NCC.

Density functional theory data (ωB97M-V with the def2-TZVPD basis set) for 5 unconnected molecules or ions with the total composition C5H20N10O5 in a non-equilibrium geometry.

Last column: Mulliken charge in e.
Positions of all 40 atoms, in Å:
N (-21.955, 15.861, -18.400)  -0.425
C (-22.964, 16.604, -18.096)  0.592
N (-23.371, 16.358, -16.839)  -0.418
O (-23.589, 17.332, -18.777)  -0.604
H (-21.457, 15.578, -17.567)  0.204
H (-21.381, 16.266, -19.126)  0.264
H (-24.250, 16.840, -16.717)  0.221
H (-22.813, 15.721, -16.288)  0.165
N (-28.413, 19.907, -19.276)  -0.399
C (-29.444, 20.516, -19.815)  0.587
N (-29.303, 21.781, -20.108)  -0.396
O (-30.343, 19.859, -20.177)  -0.587
H (-28.630, 19.037, -18.812)  0.197
H (-27.450, 20.089, -19.521)  0.185
H (-30.124, 22.255, -20.453)  0.222
H (-28.378, 22.164, -20.246)  0.192
N (-32.685, 13.375, -11.262)  -0.397
C (-33.591, 14.262, -11.593)  0.709
N (-34.749, 13.731, -11.462)  -0.343
O (-33.238, 15.450, -11.740)  -0.677
H (-31.794, 13.800, -11.048)  0.200
H (-32.903, 12.390, -11.209)  0.167
H (-35.654, 14.142, -11.641)  0.202
H (-34.725, 12.758, -11.190)  0.138
N (-29.210, 17.179, -11.556)  -0.357
C (-28.671, 17.596, -12.656)  0.650
N (-29.476, 18.090, -13.607)  -0.377
O (-27.465, 17.439, -12.960)  -0.700
H (-30.213, 17.080, -11.616)  0.189
H (-28.667, 16.662, -10.880)  0.230
H (-29.087, 18.348, -14.503)  0.199
H (-30.473, 18.225, -13.525)  0.165
N (-25.088, 15.358, -7.982)  -0.448
C (-25.866, 14.557, -7.271)  0.587
N (-25.449, 14.459, -6.064)  -0.409
O (-26.822, 14.011, -7.709)  -0.624
H (-24.567, 16.098, -7.532)  0.201
H (-25.392, 15.470, -8.939)  0.225
H (-25.974, 13.707, -5.641)  0.254
H (-24.519, 14.781, -5.835)  0.214

Its energy relative to the best compared isomer or geometry (same formula, charge and spin) is 94.5 kcal/mol. Its orbital gap is 0.3544 Ha. For the LUMO energy, the calculation gives 0.01987 Ha. The value obtained for the electronic energy is -30649.5646 eV. The SMILES is NC(N)=O.NC(N)=O.NC(N)=O.NC(N)=O.NC(N)=O.

Density functional theory data (ωB97M-V with the def2-TZVPD basis set) for 2 unconnected molecules or ions with the total composition C15H23N3O5 in a non-equilibrium geometry.

Last column: Mulliken charge in e.
Positions of all 46 atoms, in Å:
C (4.832, 2.620, 0.649)  -0.997
N (3.431, 2.752, 1.041)  -0.015
C (2.746, 1.833, 1.729)  -0.049
O (3.263, 0.788, 2.112)  -0.694
C (1.275, 2.103, 2.080)  -0.054
N (1.007, 3.420, 2.708)  -0.119
C (1.166, 4.631, 2.170)  0.832
C (0.830, 5.803, 3.061)  -1.325
O (1.547, 4.826, 1.024)  -0.730
C (0.327, 1.831, 0.887)  0.692
C (0.592, 0.473, 0.225)  -1.598
C (-1.140, 1.853, 1.340)  -1.566
H (5.442, 2.416, 1.532)  0.313
H (5.178, 3.540, 0.176)  0.369
H (4.941, 1.789, -0.051)  0.289
H (2.929, 3.592, 0.770)  0.256
H (1.034, 1.349, 2.828)  0.492
H (0.683, 3.398, 3.661)  0.274
H (-0.184, 5.692, 3.440)  0.364
H (1.536, 5.839, 3.889)  0.330
H (0.902, 6.721, 2.479)  0.342
H (0.463, 2.601, 0.128)  0.256
H (-0.140, 0.293, -0.563)  0.486
H (1.583, 0.459, -0.228)  0.367
H (0.525, -0.326, 0.965)  0.336
H (-1.793, 1.650, 0.491)  0.435
H (-1.307, 1.096, 2.107)  0.370
H (-1.398, 2.834, 1.737)  0.336
N (-2.297, -6.085, 0.234)  -0.493
C (-2.300, -5.352, -0.930)  1.205
C (-2.869, -5.869, -2.084)  -0.708
C (-2.870, -5.116, -3.262)  -0.719
C (-2.301, -3.826, -3.296)  0.187
C (-2.309, -3.053, -4.554)  0.777
O (-2.742, -3.580, -5.565)  -0.620
O (-1.838, -1.783, -4.552)  -0.553
C (-1.733, -3.324, -2.107)  0.067
O (-1.162, -2.087, -2.041)  -0.652
C (-1.737, -4.087, -0.942)  -0.843
H (-2.929, -6.879, 0.291)  0.206
H (-2.062, -5.590, 1.090)  0.210
H (-3.307, -6.861, -2.074)  0.300
H (-3.317, -5.543, -4.157)  0.431
H (-1.950, -1.497, -5.474)  0.378
H (-1.257, -1.668, -2.922)  0.500
H (-1.290, -3.677, -0.044)  0.335

Its energy relative to the best compared isomer or geometry (same formula, charge and spin) is 0.0 kcal/mol. Its orbital gap is 0.3287 Ha. For the LUMO energy, the calculation gives 0.02284 Ha. The value obtained for the electronic energy is -30638.0761 eV. The SMILES is CNC(=O)[C@@H](NC(C)=O)C(C)C.Nc1ccc(C(=O)O)c(O)c1.

Density functional theory data (ωB97M-V with the def2-TZVPD basis set) for a molecular structure, C22H44N3OP3SV in a non-equilibrium geometry.

Last column: Mulliken spin population.
Positions of all 75 atoms, in Å:
V (-0.211, 0.073, 0.392)  2.028
P (-1.831, 1.858, 0.305)  -0.018
P (-2.055, -1.270, 1.660)  -0.055
P (1.580, 1.476, -0.373)  -0.009
H (-2.270, -1.579, -1.120)  -0.002
C (-1.257, -1.211, -1.241)  0.009
C (-0.178, -1.999, -0.778)  0.031
H (-0.403, -2.912, -0.227)  0.008
C (-3.009, 1.639, -1.084)  0.012
C (-3.012, 2.098, 1.697)  0.009
C (-1.347, 3.610, 0.026)  0.010
C (-1.656, -3.049, 1.827)  -0.001
C (-2.302, -0.886, 3.435)  0.000
C (-3.802, -1.397, 1.075)  -0.001
C (3.019, 0.397, -0.671)  0.015
C (2.317, 2.714, 0.759)  0.007
C (1.304, 2.586, -1.816)  -0.010
H (-1.118, -0.443, -2.008)  -0.005
H (0.815, -1.949, -1.245)  0.004
H (-3.741, 2.458, -1.068)  0.000
H (-3.530, 0.679, -1.002)  0.000
H (-2.462, 1.664, -2.034)  0.000
H (-3.526, 3.056, 1.547)  -0.001
H (-2.513, 2.132, 2.672)  0.000
H (-3.767, 1.307, 1.719)  0.002
H (-2.183, 4.254, 0.322)  -0.003
H (-1.141, 3.769, -1.037)  0.001
H (-0.465, 3.904, 0.605)  0.001
H (-2.240, -3.457, 2.659)  -0.003
H (-0.584, -3.162, 2.024)  0.005
H (-1.915, -3.575, 0.903)  0.000
H (-2.942, -1.676, 3.844)  -0.002
H (-2.783, 0.088, 3.562)  0.000
H (-1.345, -0.887, 3.970)  0.000
H (-4.328, -2.197, 1.614)  -0.002
H (-3.826, -1.627, 0.005)  0.001
H (-4.335, -0.454, 1.239)  0.000
H (3.925, 1.016, -0.686)  0.000
H (2.916, -0.139, -1.622)  0.001
H (3.104, -0.343, 0.137)  -0.001
H (3.141, 3.209, 0.227)  -0.002
H (2.708, 2.245, 1.668)  0.001
H (1.572, 3.464, 1.042)  0.001
H (2.164, 2.586, -2.495)  0.000
H (1.137, 3.603, -1.449)  0.001
H (0.416, 2.285, -2.381)  -0.001
C (1.321, -0.954, -5.084)  0.001
C (0.720, -0.407, -6.230)  0.000
C (0.881, -1.026, -7.468)  0.000
C (1.609, -2.222, -7.564)  0.000
C (2.155, -2.799, -6.415)  0.000
C (2.003, -2.185, -5.171)  0.000
S (1.272, -0.037, -3.582)  0.005
H (0.534, -0.857, -2.758)  0.003
H (0.138, 0.508, -6.112)  0.000
H (0.442, -0.567, -8.348)  0.000
H (1.755, -2.682, -8.537)  0.000
H (2.708, -3.736, -6.498)  0.000
H (2.399, -2.636, -4.259)  0.000
C (2.539, -2.551, 4.141)  0.000
N (1.944, -1.247, 3.879)  -0.001
C (2.052, -0.286, 4.840)  0.003
C (1.466, 0.923, 4.632)  0.001
C (0.740, 1.144, 3.445)  0.017
N (0.680, 0.212, 2.459)  -0.085
C (1.313, -0.997, 2.667)  0.005
O (1.337, -1.860, 1.762)  0.001
N (0.093, 2.317, 3.289)  0.011
H (2.477, -3.189, 3.262)  0.000
H (2.036, -3.040, 4.985)  0.000
H (3.588, -2.433, 4.437)  0.000
H (2.599, -0.579, 5.732)  0.000
H (1.530, 1.712, 5.376)  0.000
H (0.081, 2.978, 4.057)  -0.001
H (-0.455, 2.541, 2.463)  0.010

The spin multiplicity is 3. Its orbital gap (alpha / beta) is 0.1576 / 0.1680 Ha. For the LUMO energy (alpha / beta), the calculation gives -0.40457 / -0.39410 Ha. The value obtained for the electronic energy is -94410.3590 eV. Its total charge is +3.

Please write out number 3 again, unchanged.
Density functional theory data (ωB97M-V with the def2-TZVPD basis set) for 2 unconnected molecules or ions with the total composition C15H23N3O5 in a non-equilibrium geometry.

Last column: Mulliken charge in e.
Positions of all 46 atoms, in Å:
C (4.832, 2.620, 0.649)  -0.997
N (3.431, 2.752, 1.041)  -0.015
C (2.746, 1.833, 1.729)  -0.049
O (3.263, 0.788, 2.112)  -0.694
C (1.275, 2.103, 2.080)  -0.054
N (1.007, 3.420, 2.708)  -0.119
C (1.166, 4.631, 2.170)  0.832
C (0.830, 5.803, 3.061)  -1.325
O (1.547, 4.826, 1.024)  -0.730
C (0.327, 1.831, 0.887)  0.692
C (0.592, 0.473, 0.225)  -1.598
C (-1.140, 1.853, 1.340)  -1.566
H (5.442, 2.416, 1.532)  0.313
H (5.178, 3.540, 0.176)  0.369
H (4.941, 1.789, -0.051)  0.289
H (2.929, 3.592, 0.770)  0.256
H (1.034, 1.349, 2.828)  0.492
H (0.683, 3.398, 3.661)  0.274
H (-0.184, 5.692, 3.440)  0.364
H (1.536, 5.839, 3.889)  0.330
H (0.902, 6.721, 2.479)  0.342
H (0.463, 2.601, 0.128)  0.256
H (-0.140, 0.293, -0.563)  0.486
H (1.583, 0.459, -0.228)  0.367
H (0.525, -0.326, 0.965)  0.336
H (-1.793, 1.650, 0.491)  0.435
H (-1.307, 1.096, 2.107)  0.370
H (-1.398, 2.834, 1.737)  0.336
N (-2.297, -6.085, 0.234)  -0.493
C (-2.300, -5.352, -0.930)  1.205
C (-2.869, -5.869, -2.084)  -0.708
C (-2.870, -5.116, -3.262)  -0.719
C (-2.301, -3.826, -3.296)  0.187
C (-2.309, -3.053, -4.554)  0.777
O (-2.742, -3.580, -5.565)  -0.620
O (-1.838, -1.783, -4.552)  -0.553
C (-1.733, -3.324, -2.107)  0.067
O (-1.162, -2.087, -2.041)  -0.652
C (-1.737, -4.087, -0.942)  -0.843
H (-2.929, -6.879, 0.291)  0.206
H (-2.062, -5.590, 1.090)  0.210
H (-3.307, -6.861, -2.074)  0.300
H (-3.317, -5.543, -4.157)  0.431
H (-1.950, -1.497, -5.474)  0.378
H (-1.257, -1.668, -2.922)  0.500
H (-1.290, -3.677, -0.044)  0.335

Its energy relative to the best compared isomer or geometry (same formula, charge and spin) is 0.0 kcal/mol. Its orbital gap is 0.3287 Ha. For the LUMO energy, the calculation gives 0.02284 Ha. The value obtained for the electronic energy is -30638.0761 eV. The SMILES is CNC(=O)[C@@H](NC(C)=O)C(C)C.Nc1ccc(C(=O)O)c(O)c1.

- Among the records above, which one has the highest electronic energy?
  C2H9N5

- Among the records above, which one has the lowest electronic energy?
  C22H44N3OP3SV